37
Properties=species:S:1:pos:R:3:nbo_charge:R:1 method="wB97M-V/def2-TZVPD" gap_ha=0.35017 smiles=C[C@H](CCS)NCN.O.O.O.O.O de_lowest_kcal_mol=87.1 spin_multiplicity=1 e_lumo_ev=0.29
C -2.231 2.459 -0.943 -0.645
C -1.351 1.213 -0.485 -0.041
C -1.717 0.703 0.937 -0.450
C -2.963 -0.109 0.851 -0.459
S -3.505 -0.845 2.524 -0.075
N 0.112 1.545 -0.369 -0.659
C 0.754 1.820 -1.702 -0.058
N 1.660 0.654 -2.150 -0.878
H -3.304 2.406 -0.504 0.213
H -2.550 2.405 -1.989 0.224
H -1.867 3.326 -0.543 0.210
H -1.639 0.368 -1.265 0.191
H -0.887 0.069 1.364 0.223
H -1.812 1.491 1.711 0.220
H -2.846 -0.796 0.088 0.196
H -3.937 0.644 0.692 0.219
H -2.648 -0.353 3.360 0.121
H 0.319 2.489 0.089 0.372
H 0.007 1.911 -2.490 0.160
H 1.308 2.688 -1.497 0.181
H 1.085 -0.053 -2.573 0.368
H 2.259 1.027 -2.897 0.363
O 1.493 -1.875 -3.068 -0.967
H 1.118 -1.925 -2.243 0.494
H 0.992 -1.645 -3.759 0.465
O 2.069 -1.152 3.129 -0.965
H 2.468 -0.266 3.487 0.472
H 2.378 -1.091 2.208 0.486
O 0.395 -1.971 -0.706 -0.928
H -0.366 -1.546 -0.320 0.479
H 0.864 -2.176 0.004 0.477
O 3.790 -1.153 -1.058 -0.954
H 3.220 -0.435 -1.122 0.463
H 3.412 -1.654 -1.777 0.479
O 2.948 0.387 1.014 -0.965
H 2.070 0.352 0.561 0.487
H 3.526 0.473 0.211 0.479



61
Properties=species:S:1:pos:R:3:nbo_charge:R:1 method="wB97M-V/def2-TZVPD" gap_ha=0.21047 de_lowest_kcal_mol=1.0 spin_multiplicity=1 e_lumo_ev=-4.40 total_charge=+1
Hf 0.255 -0.053 2.224 1.364
S -3.443 -3.673 7.620 0.034
C -2.567 -2.954 6.434 -0.581
S -2.970 -3.075 4.722 0.418
C -1.502 -2.246 4.031 -0.351
C -0.685 -1.792 4.975 -0.398
S 0.673 -0.773 4.607 -0.173
S -1.100 -2.110 6.674 0.492
S -1.427 -1.932 2.292 -0.223
N -1.061 -1.580 -5.041 -0.535
C -1.266 -1.167 -6.353 0.121
C -1.835 -1.756 -7.450 -0.251
C -1.767 -1.020 -8.633 -0.171
C -1.184 0.264 -8.729 -0.225
C -0.695 0.859 -7.588 -0.171
C -0.789 0.139 -6.395 0.064
N -0.289 0.545 -5.115 -0.398
C -0.502 -0.482 -4.370 0.316
C -0.320 -0.469 -2.918 0.018
C -0.160 0.763 -2.274 -0.164
C -0.005 0.868 -0.922 0.029
N -0.057 -0.197 -0.089 -0.619
C -0.203 -1.379 -0.697 0.077
C -0.318 -1.596 -2.077 -0.229
H -1.278 -2.465 -4.591 0.422
H -2.370 -2.705 -7.407 0.232
H -2.279 -1.394 -9.537 0.228
H -1.038 0.743 -9.712 0.234
H -0.243 1.853 -7.545 0.234
H -0.100 1.659 -2.888 0.261
H 0.103 1.836 -0.495 0.231
H -0.320 -2.234 -0.032 0.234
H -0.444 -2.638 -2.438 0.242
O 7.022 -0.937 1.038 -0.660
C 6.389 -0.918 2.248 0.768
O 6.949 -1.264 3.224 -0.510
C 5.009 -0.336 2.241 -0.163
C 4.226 -0.255 1.099 -0.124
C 3.040 0.461 1.078 -0.291
C 2.645 1.208 2.224 -0.264
S 1.189 2.202 2.220 -0.170
C 3.416 1.079 3.430 -0.177
C 4.597 0.325 3.388 -0.122
H 6.530 -0.411 0.377 0.483
H 4.488 -0.820 0.225 0.219
H 2.464 0.576 0.126 0.245
H 3.121 1.550 4.360 0.251
H 5.194 0.255 4.277 0.256
C -1.638 3.677 2.582 -0.983
Sb -2.006 1.584 2.711 1.159
C -2.691 1.356 4.673 -0.969
C -3.679 1.219 1.505 -0.977
H -2.533 4.302 2.502 0.255
H -1.000 3.934 1.735 0.244
H -1.174 3.981 3.483 0.247
H -3.695 1.786 4.726 0.250
H -1.995 1.847 5.350 0.255
H -2.744 0.279 4.963 0.259
H -4.588 1.613 1.980 0.254
H -3.771 0.151 1.405 0.253
H -3.580 1.717 0.545 0.246



129
Properties=species:S:1:pos:R:3:mulliken_charge:R:1 method="wB97M-V/def2-TZVPD" gap_ha=0.29216 smiles="O=C1c2ccccc2C(=O)c2ccccc21.O=C1c2ccccc2C(=O)c2ccccc21.O=C1c2ccccc2C(=O)c2ccccc21.O=C1c2ccccc2C(=O)c2ccccc21.c1ccncc1.c1ccncc1.c1ccncc1" spin_multiplicity=1 e_lumo_ev=-1.24
O -14.479 -20.605 22.555 -0.627
C -14.658 -21.626 23.171 0.203
C -13.902 -22.855 22.897 0.134
C -12.732 -22.814 22.131 0.347
C -12.051 -23.988 21.871 -1.117
C -12.362 -25.115 22.622 -0.542
C -13.387 -25.109 23.565 -1.110
C -14.237 -24.015 23.592 0.466
C -15.319 -24.077 24.675 0.803
O -15.526 -25.081 25.295 -0.671
C -16.068 -22.823 24.910 0.299
C -17.080 -22.743 25.918 -1.008
C -17.643 -21.555 26.247 -0.313
C -17.329 -20.407 25.525 -0.738
C -16.428 -20.505 24.511 -0.615
C -15.679 -21.665 24.252 1.044
H -12.518 -21.867 21.647 0.353
H -11.364 -24.047 21.082 0.614
H -11.966 -26.110 22.361 0.321
H -13.614 -25.989 24.119 0.535
H -17.469 -23.618 26.399 0.440
H -18.427 -21.429 27.016 0.375
H -17.841 -19.515 25.783 0.451
H -16.114 -19.561 24.072 0.395
O -4.873 -19.936 26.350 -0.713
C -5.238 -19.039 25.642 0.745
C -6.606 -18.580 25.739 0.718
C -7.468 -19.143 26.678 -1.284
C -8.754 -18.650 26.699 0.188
C -9.146 -17.606 25.878 -1.220
C -8.282 -17.135 24.909 -0.463
C -6.960 -17.570 24.869 -0.148
C -6.031 -16.953 23.863 0.532
O -6.358 -16.080 23.088 -0.632
C -4.601 -17.415 23.896 0.087
C -3.675 -16.902 23.014 -0.760
C -2.348 -17.273 23.147 -0.675
C -1.988 -18.214 24.119 -0.533
C -2.925 -18.867 24.843 -0.879
C -4.260 -18.461 24.764 0.399
H -7.036 -19.846 27.346 0.607
H -9.510 -19.063 27.370 0.408
H -10.081 -17.102 26.029 0.469
H -8.658 -16.310 24.364 0.566
H -4.005 -16.202 22.303 1.249
H -1.660 -16.853 22.455 0.369
H -0.944 -18.381 24.361 0.370
H -2.643 -19.618 25.518 0.588
O -5.634 -17.376 16.183 -0.666
C -5.335 -16.946 17.270 0.021
C -6.377 -16.526 18.223 0.655
C -7.692 -16.683 17.906 -0.572
C -8.617 -16.133 18.753 0.561
C -8.262 -15.490 19.943 -1.014
C -6.933 -15.316 20.193 -0.941
C -5.946 -15.790 19.349 0.302
C -4.517 -15.763 19.744 0.396
O -4.177 -15.095 20.714 -0.733
C -3.534 -16.440 18.904 0.104
C -2.193 -16.462 19.254 -0.119
C -1.250 -17.039 18.414 -0.812
C -1.663 -17.506 17.174 -0.427
C -2.978 -17.420 16.776 -0.606
C -3.918 -16.893 17.646 0.232
H -7.994 -17.314 17.102 0.635
H -9.711 -16.097 18.491 0.007
H -9.054 -15.101 20.613 0.429
H -6.559 -14.954 21.124 0.656
H -1.735 -15.988 20.149 0.489
H -0.232 -17.084 18.717 0.467
H -0.983 -17.926 16.463 0.411
H -3.369 -17.754 15.815 0.471
O -12.503 -15.172 15.096 -0.698
C -12.296 -15.897 16.046 0.284
C -12.393 -15.417 17.403 1.452
C -12.571 -14.028 17.635 -0.911
C -12.656 -13.552 18.909 -0.595
C -12.497 -14.438 19.968 -0.707
C -12.345 -15.778 19.727 -0.363
C -12.262 -16.324 18.423 0.250
C -12.030 -17.758 18.216 -0.040
O -11.725 -18.432 19.201 -0.354
C -11.906 -18.247 16.805 0.991
C -11.589 -19.606 16.641 -0.728
C -11.413 -19.999 15.313 -0.821
C -11.497 -19.081 14.275 -0.741
C -11.780 -17.759 14.482 -0.775
C -12.006 -17.324 15.776 0.435
H -12.702 -13.409 16.745 0.486
H -12.790 -12.532 19.179 0.466
H -12.652 -14.236 21.052 0.409
H -12.070 -16.353 20.631 0.175
H -11.470 -20.303 17.486 0.517
H -11.064 -20.986 15.068 0.490
H -11.248 -19.422 13.231 0.312
H -11.699 -16.918 13.800 0.483
C -11.962 -20.956 27.907 -0.306
C -11.493 -21.286 26.631 -0.329
C -12.237 -22.176 25.869 -0.111
N -13.446 -22.618 26.173 0.018
C -13.947 -22.282 27.379 -0.366
C -13.200 -21.430 28.287 -0.900
H -11.373 -20.279 28.534 0.350
H -10.499 -21.043 26.275 0.319
H -11.874 -22.446 24.867 0.270
H -14.783 -22.872 27.600 0.612
H -13.679 -21.163 29.190 0.444
C -8.751 -18.755 21.823 0.085
C -8.122 -19.660 22.680 -0.848
C -8.838 -20.221 23.702 -0.959
N -10.141 -20.078 23.877 0.295
C -10.778 -19.246 23.078 -1.599
C -10.158 -18.653 21.969 0.562
H -8.162 -18.132 21.170 0.444
H -7.053 -19.922 22.621 0.461
H -8.372 -20.843 24.448 0.677
H -11.788 -19.063 23.242 0.725
H -10.739 -18.100 21.257 0.175
C -15.163 -20.980 18.212 -0.603
C -14.320 -20.515 19.258 -0.370
C -13.105 -21.117 19.333 -0.445
N -12.714 -22.195 18.589 -0.549
C -13.515 -22.564 17.576 -0.431
C -14.725 -21.979 17.318 -0.474
H -16.154 -20.526 18.180 0.406
H -14.569 -19.836 20.100 0.440
H -12.400 -20.693 20.027 1.196
H -13.157 -23.451 16.998 0.401
H -15.321 -22.381 16.482 0.420



67
Properties=species:S:1:pos:R:3:nbo_charge:R:1 method="wB97M-V/def2-TZVPD" gap_ha=0.27386 de_lowest_kcal_mol=21.0 spin_multiplicity=1 e_lumo_ev=-2.67 total_charge=+1
Lu 0.301 0.307 -1.499 1.680
C -1.264 3.280 -2.027 -0.590
C -1.270 3.688 -0.560 -0.248
C -2.663 3.517 0.037 -0.611
C -0.179 2.975 0.226 -0.029
C 1.093 2.785 -0.324 -0.341
C 2.151 2.290 0.436 -0.177
C 1.981 1.947 1.770 0.003
C 3.136 1.431 2.589 -0.642
C 0.711 2.125 2.314 -0.180
C -0.345 2.621 1.565 -0.167
H -2.061 3.778 -2.580 0.246
H -1.473 2.212 -2.147 0.183
H -0.331 3.505 -2.544 0.222
H -1.012 4.751 -0.513 0.233
H -2.915 2.457 0.148 0.201
H -3.405 3.969 -0.623 0.228
H -2.770 3.992 1.013 0.222
H 1.313 3.153 -1.321 0.249
H 3.124 2.192 -0.030 0.247
H 3.806 2.242 2.879 0.243
H 3.733 0.712 2.026 0.230
H 2.795 0.948 3.505 0.222
H 0.544 1.874 3.357 0.222
H -1.307 2.763 2.040 0.220
C -0.083 -3.101 -2.242 -0.254
O 0.253 -2.120 -1.232 -0.609
C 0.579 -2.745 0.008 -0.094
C 0.949 -1.677 0.995 -0.088
O 0.078 -0.543 0.828 -0.593
C -1.205 -0.676 1.456 -0.084
C -2.249 -0.975 0.438 -0.085
O -2.129 0.018 -0.573 -0.590
C -3.330 0.111 -1.361 -0.245
H 0.761 -3.777 -2.378 0.208
H -0.962 -3.655 -1.908 0.190
H -0.294 -2.572 -3.161 0.234
H -0.286 -3.336 0.324 0.188
H 1.425 -3.422 -0.131 0.219
H 0.908 -2.042 2.021 0.208
H 1.948 -1.311 0.798 0.244
H -1.161 -1.460 2.214 0.207
H -1.416 0.268 1.950 0.217
H -2.147 -1.967 -0.007 0.190
H -3.230 -0.911 0.916 0.207
H -4.166 0.319 -0.693 0.190
H -3.211 0.922 -2.068 0.217
H -3.494 -0.820 -1.901 0.202
Cl -1.006 -0.058 -3.467 -0.576
S 2.783 -4.246 -5.356 -0.089
C 2.781 -2.824 -4.538 -0.152
S 3.399 -2.697 -2.924 0.441
C 2.769 -1.099 -2.769 -0.136
N 2.180 -0.657 -3.824 -0.277
N 2.238 -1.606 -4.845 -0.283
C 1.899 -1.151 -6.175 0.201
C 0.825 -0.300 -6.362 -0.249
C 0.533 0.152 -7.641 -0.188
C 1.305 -0.248 -8.723 -0.203
C 2.386 -1.093 -8.514 -0.194
C 2.694 -1.544 -7.239 -0.229
S 2.879 -0.117 -1.323 -0.348
H 0.224 0.010 -5.521 0.234
H -0.308 0.819 -7.787 0.217
H 1.065 0.093 -9.722 0.223
H 3.005 -1.406 -9.345 0.224
H 3.538 -2.201 -7.085 0.238



32
Properties=species:S:1:pos:R:3:nbo_charge:R:1 method="wB97M-V/def2-TZVPD" gap_ha="0.28222 / 0.27736" de_lowest_kcal_mol=98.0 spin_multiplicity=1 e_lumo_ev="0.76 / 0.84"
C 1.697 1.753 0.764 -0.419
C 0.335 2.379 0.457 -0.410
C 1.430 -1.615 1.176 -0.443
C 0.071 -2.073 0.709 -0.383
C 0.964 1.284 -1.472 -0.404
C 1.917 0.747 -0.424 -0.280
C -0.357 1.420 -0.632 -0.280
C 1.406 -0.654 -0.027 0.105
C 0.005 -1.106 -0.448 -0.174
C -0.686 0.110 -0.027 0.278
C -0.454 -1.753 -1.759 -0.609
C -2.775 -0.433 0.667 -0.212
N -1.482 0.072 1.044 -0.656
Cl -3.722 0.756 -0.216 -0.094
H 2.475 2.513 0.918 0.215
H 1.723 1.022 1.611 0.210
H -0.279 2.478 1.435 0.191
H 0.524 3.384 0.096 0.213
H 1.632 -1.199 2.261 0.186
H 2.075 -2.406 1.059 0.212
H -0.045 -3.083 0.459 0.201
H -0.649 -1.941 1.497 0.219
H 1.179 2.342 -1.680 0.218
H 0.719 0.540 -2.192 0.218
H 2.919 0.598 -0.770 0.226
H -1.186 1.871 -1.251 0.241
H 0.129 -2.604 -2.003 0.209
H -0.425 -1.076 -2.607 0.207
H -1.380 -2.197 -1.589 0.200
H -3.526 -0.758 1.435 0.221
H -2.610 -1.289 -0.091 0.216
H -1.625 0.919 1.600 0.378



91
Properties=species:S:1:pos:R:3:mulliken_charge:R:1 method="wB97M-V/def2-TZVPD" gap_ha=0.34495 smiles="O=C1OC[C@@H](F)O1.O=C1OC[C@@H](F)O1.O=C1OC[C@@H](F)O1.C1CCOC1.CO.CO.CO.CO.CO.CO.CO.CO" de_lowest_kcal_mol=19.6 spin_multiplicity=1 e_lumo_ev=0.14
O -2.364 1.865 -2.427 -0.437
C -3.061 2.276 -1.550 0.256
O -2.611 2.694 -0.348 -0.057
C -3.739 3.078 0.438 -0.355
C -4.889 3.111 -0.540 0.243
F -5.075 4.381 -1.031 -0.307
O -4.404 2.319 -1.611 -0.346
H -3.810 2.314 1.219 0.223
H -3.566 4.051 0.901 0.301
H -5.816 2.776 -0.078 0.346
O 2.571 6.122 -0.208 -0.553
C 1.780 5.299 -0.546 0.454
O 1.286 5.238 -1.817 -0.377
C 0.245 4.273 -1.798 -0.287
C 0.578 3.390 -0.603 1.461
F 1.373 2.317 -0.870 -0.163
O 1.302 4.306 0.191 -0.349
H -0.763 4.679 -1.729 0.228
H 0.287 3.668 -2.707 0.207
H -0.372 3.002 -0.249 -0.551
O 1.582 -2.665 -0.278 -0.388
C 1.332 -3.713 -0.781 0.612
O 1.253 -4.879 -0.112 -0.371
C 1.320 -5.953 -1.078 -0.559
C 0.974 -5.256 -2.378 0.361
F -0.349 -5.400 -2.705 -0.279
O 1.203 -3.906 -2.103 -0.152
H 2.342 -6.328 -1.042 0.353
H 0.594 -6.708 -0.786 0.274
H 1.634 -5.659 -3.149 0.208
C 0.343 0.539 -4.119 0.191
C 1.600 1.207 -4.646 -0.645
C 2.696 0.577 -3.804 -0.144
O 2.296 -0.782 -3.662 -0.479
C 0.860 -0.766 -3.514 0.365
H -0.330 0.280 -4.941 0.373
H -0.262 1.172 -3.474 -0.405
H 1.585 2.296 -4.550 0.359
H 1.750 0.999 -5.707 0.255
H 2.750 1.035 -2.810 -0.079
H 3.644 0.622 -4.338 0.402
H 0.624 -0.838 -2.444 -0.502
H 0.468 -1.698 -3.922 0.389
C -1.948 -4.324 1.045 -0.040
O -2.308 -4.947 -0.184 -0.613
H -1.531 -3.331 0.881 -0.509
H -2.876 -4.227 1.616 0.495
H -1.319 -4.929 1.701 0.414
H -1.874 -5.796 -0.282 0.256
C -0.172 -0.103 0.484 0.579
O -1.175 0.403 1.379 0.156
H -0.179 -1.188 0.470 -0.685
H -0.431 0.256 -0.516 -0.061
H 0.775 0.272 0.878 0.085
H -1.196 1.379 1.371 -0.160
C 4.045 -0.093 0.355 0.042
O 5.344 -0.230 0.968 -0.569
H 4.121 0.710 -0.370 0.211
H 3.719 -1.042 -0.072 0.211
H 3.322 0.172 1.130 -0.260
H 5.208 -0.751 1.763 0.298
C -1.401 3.410 3.398 -0.881
O -0.672 2.923 2.263 -0.088
H -0.846 3.091 4.283 0.310
H -1.319 4.501 3.397 0.268
H -2.440 3.111 3.503 0.292
H 0.243 2.779 2.555 0.301
C -2.602 -1.899 3.650 -0.359
O -2.532 -0.503 3.521 -0.558
H -2.546 -2.426 2.699 -0.067
H -1.993 -2.286 4.474 0.298
H -3.607 -2.164 4.020 0.332
H -2.184 -0.252 2.629 0.441
C 0.979 -1.611 3.373 -0.123
O 1.923 -0.559 3.510 -0.511
H 0.815 -2.212 4.272 0.336
H 0.009 -1.185 3.111 -0.246
H 1.249 -2.239 2.518 0.182
H 2.801 -0.944 3.451 0.244
C 3.279 2.598 3.126 -0.635
O 1.906 2.248 3.160 -0.468
H 3.845 1.997 2.410 0.177
H 3.411 3.646 2.868 0.297
H 3.673 2.443 4.135 0.303
H 1.785 1.335 3.469 0.258
C -2.168 -1.910 -1.891 0.075
O -3.122 -2.956 -2.002 -0.653
H -2.150 -1.335 -2.812 0.271
H -2.528 -1.289 -1.059 0.135
H -1.165 -2.270 -1.639 -0.232
H -3.030 -3.611 -1.296 0.376



16
Properties=species:S:1:pos:R:3:nbo_charge:R:1 method="wB97M-V/def2-TZVPD" gap_ha=0.33896 de_lowest_kcal_mol=40.9 spin_multiplicity=1 e_lumo_ev=0.95
C -2.274 0.223 0.522 -0.393
C -1.420 1.241 0.371 -0.214
C -0.140 1.309 -0.337 -0.288
C 0.509 0.332 -0.973 -0.109
C 0.555 -1.104 -0.599 -0.449
C 1.704 -0.922 0.455 -0.594
H -2.073 -0.805 0.241 0.183
H -3.257 0.408 0.934 0.197
H -1.757 2.214 0.720 0.200
H 0.316 2.296 -0.380 0.205
H 1.383 0.583 -1.570 0.193
H 0.812 -1.769 -1.436 0.212
H -0.343 -1.522 -0.133 0.213
H 1.246 -0.892 1.444 0.218
H 2.242 0.039 0.381 0.217
H 2.451 -1.700 0.361 0.208